(1)
C19H25CdClN6O4SSe as an isolated structure, computed with ωB97M-V/def2-TZVPD.

The geometry in XYZ format:
```
58
Properties=species:S:1:pos:R:3:forces:R:3
Cd 1.188 2.037 0.051 0.164 0.200 -0.661
C -1.539 -2.790 0.607 1.973 -0.604 1.545
C -0.249 -2.806 1.157 -0.443 0.418 -1.151
C -0.359 -2.711 2.590 -2.400 0.339 1.463
C -1.735 -2.652 2.918 2.474 -1.015 -0.107
C -2.452 -2.795 1.688 0.304 0.682 0.597
C -3.919 -2.780 1.664 -0.823 0.141 -1.669
C -2.296 -2.818 4.292 -0.172 -0.064 0.435
C 0.725 -2.757 3.595 0.653 1.983 0.032
C 1.071 -2.895 0.442 0.263 -1.278 -0.151
C -1.790 -2.847 -0.813 -0.352 0.738 -1.958
H -4.327 -3.435 0.832 0.318 0.680 1.004
H -4.253 -1.724 1.426 0.061 -1.015 0.394
H -4.294 -3.104 2.632 -0.357 0.097 -0.177
H -1.634 -2.438 5.091 -0.456 0.333 -0.496
H -2.436 -3.864 4.603 -0.016 -0.038 -0.418
H -3.292 -2.368 4.326 0.208 0.200 0.473
H 1.630 -2.159 3.300 -0.724 -0.555 0.046
H 1.047 -3.754 3.759 0.414 -1.096 0.311
H 0.394 -2.312 4.552 0.108 -0.406 -0.418
H 1.516 -1.953 0.107 -0.399 0.099 -0.254
H 1.019 -3.641 -0.404 0.050 1.003 0.635
H 1.842 -3.290 1.129 -0.382 0.034 -0.164
H -2.823 -2.542 -1.054 0.419 0.147 -0.069
H -1.680 -3.834 -1.260 0.154 -0.222 0.020
H -1.052 -2.172 -1.320 -0.826 -0.495 0.041
O 2.175 3.783 3.390 -0.794 0.329 -0.204
Cl 1.344 4.036 2.265 0.926 -2.019 -3.368
O 0.552 5.216 2.308 0.043 -0.369 0.521
O 2.193 4.032 0.983 -1.477 0.249 2.232
O 0.400 2.787 2.006 0.766 2.066 1.148
Se 4.160 0.693 1.672 -0.382 0.166 -1.129
N 5.597 0.693 0.619 0.427 -0.253 -1.252
C 5.251 0.925 -0.686 -0.638 0.473 0.856
C 6.151 1.033 -1.789 -2.135 0.229 0.075
C 5.611 1.555 -2.970 -0.776 0.161 -0.211
C 4.228 1.907 -3.020 1.696 0.004 -0.494
N 3.341 1.723 -2.049 -0.153 -0.071 0.729
C 3.833 1.225 -0.911 0.521 -0.332 1.378
N 3.047 1.043 0.222 0.381 0.112 -1.141
H 7.125 0.663 -1.636 1.178 -0.023 -0.121
H 6.147 1.755 -3.928 -0.068 -0.371 1.172
H 3.944 2.435 -3.928 -0.527 -0.254 0.180
C -3.348 0.976 -4.486 -0.392 -0.659 0.443
C -2.085 1.810 -4.338 0.410 -0.295 0.011
C -1.876 2.300 -2.943 1.063 -0.605 -0.044
N -0.745 2.149 -2.326 -1.003 0.295 -0.981
N -0.739 2.641 -1.055 -2.251 0.097 0.423
C -1.990 3.068 -0.713 1.852 -0.117 0.603
N -2.255 3.482 0.530 -0.237 0.228 0.518
S -3.178 3.030 -2.008 1.536 -0.256 0.771
H -3.359 0.366 -5.391 0.232 0.060 0.051
H -4.181 1.640 -4.575 -0.825 0.418 -0.018
H -3.574 0.306 -3.620 0.495 0.466 -0.597
H -2.128 2.693 -4.995 0.147 -0.449 -0.053
H -1.207 1.185 -4.570 -0.177 0.545 -0.021
H -1.538 3.468 1.282 -0.545 -0.063 -0.887
H -3.198 3.785 0.747 0.493 -0.064 0.106
```
Forces are in eV/Å.

As for the total charge: 0. The calculation puts the total energy at -4795.66713 a.u. The relative energy (zero: lowest compared OMol25 entry of this formula, charge and spin) is 1.0246 eV.

(2)
A single C4H7NO molecule, computed with ωB97M-V/def2-TZVPD.

The geometry in XYZ format:
```
13
Properties=species:S:1:pos:R:3:forces:R:3
O -1.627 -1.093 0.362 -0.087 0.042 0.036
C -0.305 -1.003 -0.081 0.291 -0.427 -0.359
C -0.034 0.022 -1.227 -0.183 0.072 -0.267
C 0.699 0.936 -0.218 0.451 0.110 -0.326
N -0.249 1.133 0.873 -0.336 -1.012 0.329
C 0.598 -0.135 0.758 0.238 -0.755 0.116
H -1.880 -0.170 0.559 0.140 -0.302 0.053
H 0.068 -2.014 -0.223 -0.114 -0.048 -0.348
H -0.920 0.412 -1.735 0.135 0.027 0.026
H 0.673 -0.406 -1.945 -0.110 0.197 0.025
H 1.544 1.581 -0.463 -0.294 -0.070 0.276
H 0.058 1.082 1.837 0.540 2.289 0.423
H 1.375 -0.344 1.503 -0.670 -0.123 0.016
```
Forces are in eV/Å.

As for the total charge: 0. The calculation puts the total energy at -286.49391 a.u. Its SMILES is O[C@H]1C[C@H]2N[C@@H]12. The relative energy (zero: lowest compared OMol25 entry of this formula, charge and spin) is 3.7481 eV.

(3)
A single C6H9N molecule, computed with ωB97M-V/def2-TZVPD.

The geometry in XYZ format:
```
16
Properties=species:S:1:pos:R:3:forces:R:3
C -1.597 -0.908 -0.457 0.031 -0.116 -0.178
C -1.382 0.856 1.142 0.447 0.259 -0.008
C -0.515 1.865 0.871 -0.222 0.017 0.253
C 0.733 1.448 0.241 -0.024 -0.297 -0.130
C 0.708 0.130 -0.010 -0.134 0.303 0.032
C 1.742 -0.803 -0.552 -0.042 -0.034 -0.069
N -0.600 -0.347 0.494 -0.051 -0.061 0.153
H -2.482 -1.160 0.131 0.200 0.012 -0.146
H -1.875 -0.117 -1.156 0.156 -0.154 0.024
H -1.210 -1.789 -0.972 0.082 0.104 -0.012
H -0.737 2.896 1.120 0.078 -0.090 0.021
H 1.576 2.101 0.027 -0.161 -0.187 -0.039
H 1.412 -1.282 -1.481 0.048 -0.004 0.095
H 2.657 -0.242 -0.773 -0.220 -0.084 0.034
H 2.014 -1.599 0.156 -0.119 0.150 -0.094
H -0.442 -1.049 1.219 -0.072 0.181 0.066
```
Forces are in eV/Å.

As for the total charge: 0. The calculation puts the total energy at -288.64824 a.u. The relative energy (zero: lowest compared OMol25 entry of this formula, charge and spin) is 3.6408 eV.

(4)
C27H28FeNO3S as an isolated structure, computed with ωB97M-V/def2-TZVPD.

The geometry in XYZ format:
```
61
Properties=species:S:1:pos:R:3:forces:R:3
C -5.269 1.502 -2.775 0.472 -0.480 0.126
O -4.635 0.251 -2.464 0.089 0.137 0.114
C -3.356 0.253 -2.005 -0.267 3.784 -1.106
C -2.868 -0.973 -1.486 0.446 -2.994 0.946
C -1.622 -1.020 -0.905 0.127 -0.134 -0.035
C -0.821 0.126 -0.769 1.703 -4.041 1.553
C 0.526 -0.034 -0.044 0.068 0.636 -1.272
C 1.640 0.903 -0.543 -1.070 1.706 1.078
C 2.934 1.148 0.090 -0.825 0.576 -0.310
C 3.666 2.130 -0.694 -0.907 1.228 0.524
C 2.833 2.508 -1.810 -0.302 0.889 1.010
C 1.599 1.764 -1.722 -0.086 0.125 1.060
Fe 3.153 0.570 -1.782 0.111 0.037 0.225
C 2.750 -0.881 -3.064 1.074 -1.067 -0.051
C 3.302 -1.384 -1.818 0.614 -1.031 -1.351
C 4.594 -0.748 -1.605 -0.027 -0.352 -1.283
C 4.839 0.149 -2.726 0.552 -1.490 -1.015
C 3.699 0.063 -3.628 0.984 -0.935 0.605
C -1.329 1.345 -1.233 -1.976 4.274 -1.664
C -2.539 1.402 -1.933 -0.021 -0.504 0.276
H -6.299 1.225 -2.976 -0.073 0.147 -0.064
H -5.222 2.204 -1.929 0.082 -0.245 -0.186
H -4.815 1.956 -3.666 -0.078 -0.064 0.197
H -3.502 -1.858 -1.550 0.236 0.217 0.022
H -1.250 -1.978 -0.534 -0.119 0.321 -0.091
H 0.857 -1.060 -0.304 -0.153 0.169 0.438
H 3.239 0.746 1.053 0.206 -0.191 -0.404
H 4.650 2.537 -0.461 -0.275 -0.203 -0.078
H 3.062 3.247 -2.575 0.021 -0.229 0.171
H 0.748 1.873 -2.375 0.236 -0.170 -0.208
H 1.845 -1.225 -3.551 -0.013 0.168 0.198
H 2.876 -2.168 -1.202 -0.033 0.166 0.004
H 5.284 -0.949 -0.783 -0.373 0.235 -0.188
H 5.750 0.721 -2.910 -0.335 -0.102 0.156
H 3.625 0.533 -4.600 -0.131 0.193 0.206
H -0.771 2.273 -1.110 -0.200 -0.373 0.032
H -2.852 2.334 -2.405 0.013 -0.180 0.347
C -0.736 1.331 3.884 -0.178 -0.103 -0.111
S -0.371 1.637 2.119 1.221 -0.500 0.474
C 1.214 2.489 2.437 -0.256 0.261 -0.314
C 0.312 -0.043 1.482 -0.153 -0.006 1.010
C -0.601 -1.159 1.964 0.073 0.308 -0.038
C -0.052 -2.449 2.115 -0.407 0.019 0.381
C -0.845 -3.524 2.504 0.530 0.520 -0.315
C -2.225 -3.315 2.690 -1.018 -1.530 0.412
N -3.064 -4.430 2.987 1.178 1.674 -0.373
O -4.298 -4.240 3.127 -0.886 0.255 0.114
O -2.544 -5.567 3.098 0.521 -0.882 0.086
C -2.790 -2.037 2.569 0.257 0.806 -0.194
C -1.975 -0.969 2.191 -0.269 -0.857 0.141
H -1.637 0.723 3.980 0.198 0.105 -0.063
H 0.115 0.856 4.387 -0.083 0.013 -0.276
H -0.919 2.324 4.312 0.072 -0.001 -0.166
H 1.681 2.692 1.472 -0.032 -0.086 0.087
H 0.975 3.429 2.943 -0.096 -0.166 0.006
H 1.862 1.867 3.070 -0.298 0.063 -0.208
H 1.285 -0.105 2.004 -0.313 -0.041 -0.311
H 1.016 -2.590 1.946 -0.161 -0.005 0.040
H -0.423 -4.511 2.664 -0.188 0.150 -0.104
H -3.851 -1.898 2.779 0.343 -0.124 -0.157
H -2.452 0.004 2.073 0.173 -0.099 -0.099
```
Forces are in eV/Å.

As for the total charge: -2. The calculation puts the total energy at -2987.54447 a.u. As for the multiplicity: 6.

(5)
A single C5H8O2 molecule, computed with ωB97M-V/def2-TZVPD.

The geometry in XYZ format:
```
15
Properties=species:S:1:pos:R:3:forces:R:3
O 3.031 0.458 0.241 -0.418 -0.097 -0.037
C 1.856 0.231 0.144 0.252 0.121 0.049
C 0.815 -0.383 1.079 0.048 -0.048 0.141
C -0.067 -0.619 -0.177 -0.131 -0.087 -0.040
C -1.527 -0.217 -0.084 0.050 -0.380 -0.113
O -1.591 1.140 0.316 -0.225 0.156 -0.021
C 0.852 0.318 -1.003 0.063 0.032 -0.137
H 0.385 0.378 1.740 0.085 -0.075 -0.102
H 1.132 -1.248 1.668 -0.030 0.135 -0.092
H 0.003 -1.658 -0.519 -0.022 0.150 0.047
H -2.047 -0.864 0.640 0.082 0.128 -0.102
H -2.004 -0.361 -1.065 0.065 0.048 0.135
H -2.450 1.493 0.066 0.095 0.008 0.109
H 0.423 1.326 -1.052 0.108 -0.115 0.003
H 1.190 0.007 -1.995 -0.023 0.023 0.159
```
Forces are in eV/Å.

As for the total charge: 0. The calculation puts the total energy at -345.76290 a.u. Its SMILES is O=C1CC(CO)C1. The relative energy (zero: lowest compared OMol25 entry of this formula, charge and spin) is 1.1445 eV.

(6)
H8NaO5 as an isolated structure, computed with ωB97M-V/def2-TZVPD.

The geometry in XYZ format:
```
14
Properties=species:S:1:pos:R:3:forces:R:3
Na 13.935 1.559 -10.229 -0.865 0.452 -0.887
O 12.455 3.484 -10.033 0.593 -0.252 0.442
H 11.716 3.034 -9.608 -0.087 0.110 -0.025
O 12.977 0.808 -12.355 0.579 -0.349 0.395
H 12.144 0.577 -11.929 -0.116 0.104 -0.181
O 15.412 3.039 -8.776 0.413 -0.341 0.163
H 16.223 2.884 -8.282 0.089 0.209 -0.110
H 15.451 3.955 -9.070 -0.440 -0.003 -0.044
O 15.857 0.695 -11.618 0.511 -0.035 0.442
H 16.639 1.214 -11.406 0.026 0.053 -0.211
H 15.668 0.841 -12.552 -0.587 0.026 0.102
O 14.567 0.206 -8.125 -0.069 0.001 -0.003
H 15.150 0.842 -7.702 -0.095 0.039 -0.001
H 15.003 -0.648 -8.063 0.047 -0.014 -0.082
```
Forces are in eV/Å.

As for the total charge: -1. The calculation puts the total energy at -543.29151 a.u. The relative energy (zero: lowest compared OMol25 entry of this formula, charge and spin) is 1.3956 eV.